Entry 1:
DFT (ωB97M-V/def2-TZVPD) results for C8H18ClIO3PRuS as an isolated structure.

XYZ file:
```
34
Properties=species:S:1:pos:R:3:forces:R:3
C -2.293 1.077 -3.228 -0.96 -0.31 -1.57
C -1.740 0.239 -2.152 -1.49 -1.21 -1.38
H -2.955 0.541 -3.996 0.91 0.51 1.34
H -1.455 1.532 -3.771 -0.09 -0.04 0.06
H -2.862 1.887 -2.753 -0.04 -0.10 -0.10
O -1.934 -0.942 -1.911 -0.19 1.05 -1.65
I -0.485 3.227 -1.575 0.28 -0.21 0.55
Ru -0.521 0.608 -0.676 1.95 3.34 2.09
P 1.415 -0.680 -1.271 2.29 -1.67 0.94
C 1.247 -2.420 -0.751 -0.47 -0.08 -0.11
C 1.285 -0.632 -3.034 0.24 0.16 -0.62
H 3.364 0.693 -0.831 0.05 -0.20 -0.03
H 3.890 -0.914 -1.339 -0.32 -0.22 -0.22
H 3.270 -0.654 0.304 -0.19 0.00 -0.36
C 3.145 -0.376 -0.749 0.25 0.52 -0.32
H 1.406 0.399 -3.373 0.07 -0.13 -0.18
H 2.074 -1.261 -3.435 0.08 -0.04 -0.37
H 1.915 -3.038 -1.362 -0.06 0.15 0.07
H 0.226 -2.791 -0.867 0.15 -0.06 -0.08
H 0.315 -1.017 -3.330 -0.06 -0.14 -0.25
H 1.536 -2.529 0.299 -0.03 0.14 -0.15
C -1.309 -0.943 0.148 -5.92 -8.59 6.13
O -1.972 -1.850 0.610 4.99 6.27 -3.27
Cl 1.407 1.126 0.874 -0.72 0.78 -0.50
C -2.021 1.349 4.169 -1.51 0.49 -0.34
S -0.764 1.492 2.958 0.86 0.77 0.46
C 0.322 0.433 3.897 0.51 -0.05 -0.44
O -1.250 0.723 1.725 -0.82 -0.32 -0.07
H -1.616 1.619 5.135 0.16 0.13 0.12
H -2.372 0.326 4.172 -0.18 -0.21 0.08
H -2.826 2.043 3.913 -0.03 -0.22 0.11
H -0.132 -0.555 3.922 0.09 -0.12 0.09
H 1.273 0.434 3.372 0.11 -0.26 0.33
H 0.416 0.854 4.906 0.08 -0.11 -0.38
```
Positions in Å, forces in eV/Å.

Summary:
- Relative energy (zero: lowest compared OMol25 entry of this formula, charge and spin): 121.0 kJ/mol
- Frontier orbital gap (alpha / beta): 7.024 / 5.139 eV
- Multiplicity: 6
- Total charge: +2

Entry 2:
DFT (ωB97M-V/def2-TZVPD) results for one molecule with the formula C5H11N.

XYZ file:
```
17
Properties=species:S:1:pos:R:3:forces:R:3
C 1.957 -1.014 0.192 1.71 1.23 0.02
C -0.120 0.337 0.341 -1.33 0.38 2.85
C 0.206 1.775 -0.204 -1.36 0.10 -3.20
C -1.618 0.021 0.356 -0.35 -0.53 -1.35
C -2.182 -1.089 -0.158 -1.81 0.26 0.58
H 2.507 0.063 0.236 -0.68 -2.48 0.14
H 2.448 -1.612 -0.680 -0.45 0.73 2.10
H 2.015 -1.516 1.280 -0.05 0.95 -2.67
H 0.519 -0.650 -1.271 0.43 -0.52 1.15
H 0.064 0.402 1.474 0.40 -0.39 -1.37
H -0.424 2.747 -0.064 0.44 -2.26 0.53
H 1.199 2.075 0.057 0.75 -0.02 -0.05
H 0.115 1.639 -1.379 0.57 0.44 2.05
H -2.294 0.792 0.741 0.38 -0.13 -0.04
H -1.646 -1.956 -0.559 -0.01 0.61 0.16
H -3.342 -1.204 -0.123 2.26 0.27 -0.02
N 0.595 -0.810 -0.240 -0.89 1.36 -0.87
```
Positions in Å, forces in eV/Å.

Summary:
- Structure (SMILES): C=C[C@H](C)NC
- Relative energy (zero: lowest compared OMol25 entry of this formula, charge and spin): 222.0 kJ/mol
- Frontier orbital gap: 9.995 eV
- Total charge: 0

Entry 3:
DFT (ωB97M-V/def2-TZVPD) results for one molecule with the formula C5H12.

XYZ file:
```
17
Properties=species:S:1:pos:R:3:forces:R:3
C 0.950 -0.284 -0.873 1.84 -1.15 0.44
C 0.496 -0.744 0.514 -1.55 -0.19 -0.49
C -0.811 -0.103 1.090 2.64 0.64 2.10
C -0.614 1.400 1.425 0.58 -0.82 -1.31
C -0.028 -0.401 -2.037 0.24 -0.57 0.93
H 1.541 0.610 -0.816 -0.63 1.44 0.05
H 1.880 -0.907 -1.026 -1.10 -0.22 -0.52
H 1.373 -0.697 1.181 -0.61 0.17 0.11
H 0.177 -1.792 0.452 0.59 -0.18 -0.17
H -0.875 -0.565 2.091 -0.72 -0.33 -0.50
H -1.687 -0.293 0.486 -0.12 -0.04 -0.11
H 0.217 1.616 2.118 -0.41 -0.51 0.04
H -0.252 1.815 0.467 -0.78 0.72 0.42
H -1.548 1.769 1.832 0.02 0.68 -0.27
H -0.985 0.090 -1.867 0.16 0.43 0.00
H 0.449 -0.052 -2.947 -0.23 -0.07 -0.24
H -0.285 -1.463 -2.089 0.06 0.01 -0.49
```
Positions in Å, forces in eV/Å.

Summary:
- Structure (SMILES): CCCCC
- Relative energy (zero: lowest compared OMol25 entry of this formula, charge and spin): 83.7 kJ/mol
- Frontier orbital gap: 11.601 eV
- Total charge: 0

Entry 4:
DFT (ωB97M-V/def2-TZVPD) results for C9H21AgF2N3O3 as an isolated structure.

XYZ file:
```
39
Properties=species:S:1:pos:R:3:forces:R:3
Ag 0.311 0.673 2.055 1.24 -0.14 1.64
F 0.837 1.705 4.301 -0.50 0.40 -0.54
F 2.164 -0.585 2.858 -0.35 -0.32 -0.79
C 1.670 3.510 1.309 0.03 0.83 0.42
O 0.797 2.721 1.078 -0.77 -0.56 -0.75
N 2.448 4.061 0.342 -0.82 -0.80 -0.06
C 3.449 5.008 0.672 0.96 0.51 -0.33
C 2.201 3.734 -1.074 -0.04 0.50 1.14
H 1.817 3.926 2.317 0.27 -0.26 0.04
H 3.396 5.456 1.664 -0.53 -0.39 0.11
H 3.381 5.835 -0.035 0.25 0.18 -0.10
H 4.437 4.552 0.608 0.30 0.14 -0.15
H 2.354 4.693 -1.571 -0.03 -0.27 -0.61
H 2.840 2.942 -1.463 0.28 0.14 0.04
H 1.173 3.386 -1.173 0.02 0.14 0.07
C -1.089 -2.287 2.197 0.87 2.17 0.74
O -1.238 -1.057 2.119 -0.40 -2.37 -0.23
N -2.063 -3.166 1.962 -0.20 -0.67 -0.36
C -3.344 -2.715 1.443 0.13 -1.79 0.57
C -1.879 -4.624 2.088 1.01 0.89 -0.36
H -0.162 -2.771 2.543 0.19 0.45 -0.07
H -3.662 -1.736 1.801 0.24 -0.23 -0.06
H -3.909 -3.559 1.838 -1.37 0.60 -0.09
H -3.388 -2.842 0.361 0.07 0.49 -0.21
H -1.961 -5.103 1.112 -0.63 -0.12 -0.04
H -0.844 -4.847 2.347 0.06 0.34 0.31
H -2.505 -5.079 2.855 -0.28 0.11 -0.20
C -1.075 -0.679 -1.409 0.88 0.47 1.50
O -0.372 -0.098 -0.586 -1.18 -0.50 -1.29
N -0.650 -1.048 -2.628 1.01 0.68 -1.16
C -1.398 -1.726 -3.640 -0.57 -0.52 0.36
C 0.560 -0.467 -3.199 0.12 -0.44 0.20
H -2.107 -1.014 -1.223 -0.11 0.03 0.27
H -1.456 -1.153 -4.566 0.02 0.18 -0.03
H -2.416 -1.940 -3.315 0.01 -0.05 0.11
H -0.884 -2.664 -3.848 -0.18 -0.20 -0.27
H 1.045 -1.226 -3.812 0.15 -0.14 0.08
H 0.264 0.318 -3.895 0.16 0.40 0.14
H 1.258 -0.135 -2.431 -0.30 0.14 -0.05
```
Positions in Å, forces in eV/Å.

Summary:
- Relative energy (zero: lowest compared OMol25 entry of this formula, charge and spin): 139.2 kJ/mol
- Frontier orbital gap: 5.065 eV
- Total charge: -1

Entry 5:
DFT (ωB97M-V/def2-TZVPD) results for a 13-piece molecular cluster, C22H74N4O13 overall.

XYZ file:
```
113
Properties=species:S:1:pos:R:3:forces:R:3
C -9.814 -7.028 9.395 -0.93 1.22 -1.29
C -8.796 -5.929 9.486 -0.75 1.33 2.14
C -8.593 -5.530 10.933 0.08 1.34 0.25
O -7.394 -4.627 11.114 -1.08 -0.71 0.15
C -7.445 -3.962 12.395 -0.71 -0.52 -0.41
N -7.608 -6.387 9.001 3.83 -1.25 -1.47
H -9.887 -7.190 8.320 -0.02 -0.66 0.00
H -10.798 -6.633 9.650 -0.09 -0.43 0.54
H -9.501 -7.930 9.920 -0.20 0.13 0.05
H -8.980 -4.976 8.989 -0.95 -0.14 -0.51
H -8.467 -6.439 11.522 0.10 0.22 0.45
H -9.499 -4.964 11.151 0.07 0.11 0.97
H -7.688 -4.649 13.205 0.09 -0.22 -0.02
H -8.257 -3.234 12.377 0.17 0.24 0.08
H -6.487 -3.502 12.637 0.07 0.08 -0.21
H -7.361 -7.232 9.495 0.04 -0.67 -0.20
H -6.902 -5.759 9.359 0.52 0.23 -0.49
C -10.562 -0.292 14.766 0.28 0.30 0.05
C -10.522 -1.495 15.724 -0.10 0.06 -4.34
C -9.807 -2.592 14.976 1.14 -0.89 -0.62
O -10.336 -3.035 13.671 0.67 0.55 1.96
C -11.646 -3.527 13.751 -1.01 0.00 -0.63
N -9.858 -1.218 16.972 -0.91 -0.15 -0.48
H -10.896 -0.512 13.752 -1.00 -0.32 0.37
H -9.554 0.007 14.481 0.55 0.17 0.73
H -11.078 0.583 15.164 -0.17 -0.05 -0.10
H -11.510 -1.938 15.841 -0.48 0.47 0.45
H -9.679 -3.394 15.704 -0.30 -0.91 -0.40
H -8.778 -2.325 14.736 0.13 0.40 -0.05
H -11.853 -4.263 14.528 0.53 -0.13 0.24
H -11.869 -3.984 12.787 0.02 -0.05 -0.04
H -12.379 -2.732 13.880 -0.04 0.26 0.05
H -10.700 -0.825 17.368 0.42 0.57 1.63
H -9.791 -2.156 17.342 0.33 -0.20 1.07
C -5.182 -1.048 8.764 0.10 -0.24 -1.07
C -4.897 -1.522 10.145 1.40 -0.64 -1.63
C -5.578 -0.744 11.276 0.21 -0.55 2.87
O -5.005 -1.218 12.565 -0.40 0.21 -1.84
C -5.545 -0.535 13.702 -0.81 0.58 -0.29
N -5.024 -2.947 10.277 -1.78 2.86 2.36
H -4.938 0.014 8.726 -0.13 -0.13 -0.46
H -6.118 -1.288 8.259 -0.60 0.34 0.77
H -4.515 -1.647 8.144 0.53 0.55 -0.22
H -3.859 -1.225 10.298 0.45 -0.40 0.44
H -6.663 -0.836 11.242 -0.16 -0.15 0.12
H -5.280 0.285 11.074 -0.03 0.13 0.11
H -6.568 -0.869 13.878 -0.18 0.06 -0.05
H -5.543 0.535 13.493 -0.11 0.13 0.11
H -5.017 -0.677 14.646 0.55 -0.50 -0.54
H -5.983 -3.219 10.111 -0.68 -1.41 -1.38
H -4.954 -3.105 11.272 1.29 -1.11 0.75
C -14.341 -0.081 16.222 -1.82 -1.29 -1.19
C -14.318 1.186 17.008 0.30 -1.50 0.39
C -13.834 1.003 18.481 -0.91 -0.94 -1.45
O -14.548 -0.147 19.072 2.09 2.17 -0.65
C -13.983 -0.463 20.342 -1.40 -1.41 0.19
N -13.419 2.051 16.253 -0.16 1.43 1.57
H -13.570 -0.851 16.185 0.42 0.43 0.64
H -14.491 0.236 15.190 0.29 0.01 -0.34
H -15.295 -0.578 16.394 0.15 -0.52 0.42
H -15.371 1.467 17.030 -0.06 0.69 0.05
H -13.957 1.938 19.027 -0.25 -0.07 0.41
H -12.766 0.818 18.364 0.29 -0.36 0.46
H -12.910 -0.355 20.496 0.01 0.62 -0.38
H -14.173 -1.531 20.451 0.09 -0.19 0.05
H -14.599 -0.026 21.128 0.44 0.54 0.18
H -13.539 2.910 16.771 0.79 0.90 0.02
H -13.803 2.327 15.360 -0.23 -0.52 -0.36
O -7.257 -0.197 17.551 0.74 0.00 -0.02
H -8.164 -0.299 17.263 -1.15 -0.24 -0.34
H -7.134 0.749 17.628 0.23 0.28 0.16
O -13.167 -5.435 10.850 0.09 0.34 -0.02
H -13.294 -6.184 10.267 -0.15 -0.20 -0.20
H -12.605 -5.768 11.549 0.08 -0.16 0.24
O -6.306 -2.809 16.740 -0.08 -0.65 -0.49
H -6.854 -2.025 16.783 -0.06 0.45 0.22
H -5.417 -2.488 16.891 0.18 0.03 0.20
C -8.121 -6.589 16.144 1.19 1.17 0.09
O -8.180 -5.310 16.750 -1.30 0.37 1.21
H -9.088 -7.080 16.251 -0.02 0.32 -0.52
H -7.759 -6.308 15.155 -0.46 -1.30 -0.70
H -7.390 -7.241 16.623 0.16 -0.05 0.06
H -7.403 -4.753 16.662 0.45 -0.29 -0.15
C -12.987 0.314 10.805 0.65 -0.22 1.37
O -11.885 0.712 11.638 -0.60 0.85 -0.07
H -13.162 -0.749 10.973 -0.14 -0.20 -0.50
H -13.851 0.824 11.230 -0.01 0.12 -0.29
H -12.868 0.572 9.753 0.10 -0.08 0.00
H -11.105 0.152 11.623 -0.02 -0.39 -0.53
C -10.123 -1.781 10.337 0.38 0.32 -1.59
O -9.601 -1.038 11.379 0.18 0.83 1.93
H -9.251 -2.286 9.924 -0.45 -0.77 -0.61
H -10.968 -2.433 10.560 0.15 -0.13 0.26
H -10.451 -1.020 9.630 -0.18 -0.35 -0.40
H -9.622 -1.584 12.169 -0.09 -0.16 0.53
C -9.900 2.402 17.191 -0.20 0.58 2.68
O -9.612 3.500 18.107 0.55 0.23 -0.69
H -9.336 2.507 16.264 -0.55 0.20 0.01
H -9.568 1.534 17.760 0.12 -0.62 -0.56
H -10.989 2.388 17.220 0.05 -0.50 -1.49
H -10.288 3.460 18.787 0.08 0.10 0.04
C -9.153 -1.195 20.403 0.41 0.23 0.00
O -7.892 -1.682 19.963 -0.51 -0.46 0.45
H -9.873 -1.106 19.589 -0.11 -0.09 -0.07
H -9.568 -1.849 21.170 0.17 -0.21 -0.15
H -9.049 -0.213 20.863 0.00 0.22 0.02
H -7.678 -1.311 19.104 0.09 0.35 -0.04
C -15.897 -3.042 14.315 -0.97 0.54 0.07
O -16.571 -3.294 15.589 1.09 -0.21 -1.42
H -15.018 -3.655 14.117 0.03 -0.03 0.89
H -16.514 -3.219 13.433 -0.58 -0.37 0.17
H -15.671 -1.980 14.219 0.52 0.06 0.26
H -17.317 -2.691 15.621 -0.07 0.01 0.01
```
Positions in Å, forces in eV/Å.

Summary:
- Frontier orbital gap (alpha / beta): 9.217 / 3.052 eV
- Multiplicity: 2
- Total charge: +1

Entry 6:
DFT (ωB97M-V/def2-TZVPD) results for one molecule with the formula C5H7NO.

XYZ file:
```
14
Properties=species:S:1:pos:R:3:forces:R:3
C -1.719 0.267 0.646 0.07 -0.02 -0.12
C -0.472 -0.344 0.062 -0.01 0.03 -0.09
C -0.284 -1.634 -0.322 0.20 0.09 0.23
O 0.973 -1.832 -0.772 -0.02 -0.28 0.25
C 1.638 -0.646 -0.671 -0.12 0.01 0.53
C 0.800 0.310 -0.174 -0.03 -0.23 -0.07
N 1.105 1.645 0.151 -0.04 -0.07 -0.14
H -2.583 -0.382 0.462 0.19 0.12 0.07
H -1.944 1.239 0.187 0.06 -0.18 0.08
H -1.633 0.424 1.729 0.04 -0.02 -0.22
H -0.863 -2.541 -0.212 -0.20 0.29 -0.26
H 2.712 -0.754 -0.709 -0.10 0.38 -0.43
H 0.338 2.280 -0.037 0.10 -0.13 0.04
H 1.930 1.968 -0.341 -0.13 0.01 0.12
```
Positions in Å, forces in eV/Å.

Summary:
- Structure (SMILES): Cc1cocc1N
- Relative energy (zero: lowest compared OMol25 entry of this formula, charge and spin): 89.4 kJ/mol
- Frontier orbital gap: 8.983 eV
- Total charge: 0

Entry 7:
DFT (ωB97M-V/def2-TZVPD) results for a 2-piece molecular cluster, C7H18N2O overall.

XYZ file:
```
28
Properties=species:S:1:pos:R:3:forces:R:3
C 0.129 -0.578 0.391 -2.42 2.47 -1.75
C -0.980 0.885 -0.533 -0.95 -1.79 0.38
C 1.302 0.168 0.012 4.95 -3.13 2.18
C 2.771 -0.790 0.625 0.06 1.46 -1.14
C -0.138 -1.878 -0.316 -0.31 -0.01 -0.72
C -2.349 0.695 0.104 -0.11 0.12 -0.31
C -0.573 2.347 -0.397 0.60 -0.38 -0.04
N -0.106 -0.663 1.763 0.14 -0.08 0.90
N -0.983 0.484 -1.925 -0.17 -0.01 -0.56
O 2.789 -2.190 0.797 -0.95 -0.72 -0.48
H 1.981 -2.520 1.211 0.19 0.43 0.13
H -0.059 0.211 2.267 0.07 -0.01 -0.02
H -0.920 -1.192 2.038 -0.09 0.08 -0.15
H -0.591 1.150 -2.580 0.06 0.06 0.32
H -1.873 0.179 -2.315 0.19 0.08 0.45
H 1.473 1.088 0.561 -0.23 0.20 -0.28
H 1.513 0.183 -1.049 -0.32 0.33 -0.05
H 3.485 -0.610 -0.192 -0.15 -0.04 0.11
H 3.306 -0.433 1.516 -0.85 0.91 0.05
H -0.986 -2.426 0.095 -0.11 0.11 0.23
H -0.355 -1.713 -1.373 -0.06 0.28 0.04
H 0.706 -2.561 -0.338 0.25 0.07 0.27
H -2.669 -0.347 0.082 0.03 -0.09 0.04
H -2.363 1.047 1.137 0.09 -0.11 0.03
H -3.115 1.276 -0.433 0.10 -0.01 0.04
H -1.330 3.011 -0.837 -0.13 -0.27 0.24
H -0.404 2.623 0.646 -0.05 0.10 -0.01
H 0.339 2.555 -0.958 0.18 -0.03 0.11
```
Positions in Å, forces in eV/Å.

Summary:
- Relative energy (zero: lowest compared OMol25 entry of this formula, charge and spin): 334.6 kJ/mol
- Frontier orbital gap: 7.766 eV
- Total charge: 0

Entry 8:
DFT (ωB97M-V/def2-TZVPD) results for one molecule with the formula C2H4N4.

XYZ file:
```
10
Properties=species:S:1:pos:R:3:forces:R:3
N 1.857 -0.042 0.155 0.54 -0.92 -0.64
C 0.648 -0.423 -0.007 0.82 0.15 -0.11
C -0.211 0.745 -0.283 0.42 0.12 -0.21
N -1.449 0.199 0.254 0.26 0.45 0.56
N -1.333 -1.121 0.452 0.43 0.11 -0.11
N -0.145 -1.552 0.301 -0.06 0.02 -0.18
H 0.749 1.312 0.105 -2.99 1.29 0.29
H 2.619 -0.692 0.153 0.08 -0.98 0.52
H -0.337 1.033 -1.329 0.09 -0.28 -0.07
H -2.399 0.540 0.197 0.41 0.05 -0.04
```
Positions in Å, forces in eV/Å.

Summary:
- Structure (SMILES): [H]/N=C1/CNN=N1
- Relative energy (zero: lowest compared OMol25 entry of this formula, charge and spin): 360.8 kJ/mol
- Frontier orbital gap: 9.604 eV
- Total charge: 0

no.,E_tot (eV)
1,-58037.8030
2,-6851.2277
3,-5379.0726
4,-29719.0949
5,-56575.9378
6,-8835.2762
7,-12575.8626
8,-8095.5746